Entry 1:
A structure of composition C49H46CoN7O5STe, computed with ωB97M-V/def2-TZVPD.

Results
DFT total energy = -4703.279513 hartree
HOMO (spin up / spin down) = -4.7 / -4.7 eV
2S+1 = 2
Net charge = -1
HOMO-LUMO gap (spin up / spin down) = 6.70 / 6.67 eV

Atoms and positions in Å:
1 Co -0.1266 -0.3100 0.2327
2 O -0.7602 0.2905 -1.4759
3 C 0.1435 0.5535 -2.4197
4 C -0.2244 1.4471 -3.4389
5 C 0.6258 1.7704 -4.4760
6 C 1.8874 1.2019 -4.5399
7 C 2.2691 0.3280 -3.5373
8 C 1.4467 0.0011 -2.4675
9 C 2.0139 -0.9848 -1.4686
10 N 2.5098 0.3857 0.5619
11 N 2.7114 0.2530 1.9573
12 C 1.6705 -0.3038 2.5188
13 O 0.6016 -0.7492 1.9864
14 C 1.7503 -0.4065 4.0121
15 C 0.5835 -0.6029 4.7414
16 C 0.6273 -0.6706 6.1262
17 C 1.8392 -0.5558 6.7906
18 C 3.0078 -0.3666 6.0632
19 C 2.9642 -0.2874 4.6814
20 H -1.2049 1.9026 -3.3781
21 H 0.3031 2.4792 -5.2296
22 H 2.5675 1.4419 -5.3468
23 H 3.2605 -0.1123 -3.5661
24 H 2.6549 -1.6773 -2.0275
25 H -0.3507 -0.7031 4.2039
26 H -0.2884 -0.8156 6.6868
27 H 1.8754 -0.6175 7.8717
28 H 3.9578 -0.2820 6.5773
29 H 3.8605 -0.1258 4.0978
30 N 4.8001 5.0082 4.4186
31 C 4.1550 4.4708 3.2981
32 C 2.9361 4.9873 2.8640
33 C 2.3077 4.4500 1.7524
34 C 2.8868 3.4026 1.0563
35 C 4.1245 2.9163 1.4566
36 C 4.7525 3.4439 2.5670
37 S 2.0402 2.6464 -0.3194
38 O 0.8894 3.4829 -0.5967
39 O 3.0550 2.5057 -1.3366
40 N 1.4619 1.2327 0.1897
41 C 2.8674 -0.6006 -0.2447
42 N 0.9789 -1.6985 -0.7714
43 C 1.2594 -2.8828 -0.2905
44 C 2.5308 -3.4832 -0.2372
45 C 3.7062 -2.7466 -0.1021
46 N 3.8306 -1.4416 0.0847
47 H 4.1752 5.4410 5.0789
48 H 5.4243 4.3626 4.8745
49 H 2.4779 5.8100 3.4023
50 H 1.3621 4.8501 1.4111
51 H 4.5879 2.1140 0.9007
52 H 5.7116 3.0495 2.8830
53 H 0.4053 -3.4173 0.1199
54 H 2.5916 -4.5523 -0.0797
55 H 4.6309 -3.3092 0.0065
56 C -5.7997 5.6359 -3.8510
57 C -4.9241 4.7812 -2.9763
58 C -4.8148 3.4178 -3.1794
59 C -4.0022 2.6161 -2.3782
60 C -3.8982 1.1543 -2.7400
61 C -3.3104 3.1997 -1.3173
62 Te -1.9029 2.1522 0.0020
63 N -2.0699 0.3784 0.8110
64 C -2.6022 -0.8414 0.5819
65 O -1.8386 -1.8156 0.5181
66 C -4.0752 -1.1146 0.5781
67 C -4.5238 -2.2524 1.2488
68 C -5.8731 -2.5562 1.2774
69 C -6.7888 -1.7447 0.6184
70 C -6.3465 -0.6246 -0.0651
71 C -4.9946 -0.3126 -0.0738
72 C -2.7325 2.9450 1.8513
73 C -4.0751 3.2386 2.1236
74 C -5.2286 3.0595 1.1783
75 C -4.4044 3.7325 3.3888
76 C -3.4606 3.9272 4.3810
77 C -3.8426 4.4790 5.7263
78 C -2.1466 3.5840 4.1021
79 C -1.7681 3.0916 2.8605
80 C -0.3428 2.6635 2.6537
81 C -3.3128 4.6036 -1.1557
82 C -2.4256 5.3802 -0.2132
83 C -4.1427 5.3531 -1.9824
84 H -6.5347 5.0319 -4.3825
85 H -5.2040 6.1680 -4.5958
86 H -6.3324 6.3839 -3.2628
87 H -5.3638 2.9545 -3.9934
88 H -3.8432 1.0517 -3.8249
89 H -4.7765 0.5932 -2.4194
90 H -3.0112 0.6724 -2.3249
91 H -3.7975 -2.8870 1.7374
92 H -6.2144 -3.4348 1.8103
93 H -7.8434 -1.9895 0.6362
94 H -7.0509 0.0090 -0.5899
95 H -4.6377 0.5546 -0.6055
96 H -5.0731 2.2440 0.4891
97 H -5.4142 3.9579 0.5875
98 H -6.1314 2.8365 1.7495
99 H -5.4452 3.9598 3.5981
100 H -4.9254 4.5330 5.8370
101 H -3.4405 5.4849 5.8654
102 H -3.4485 3.8578 6.5321
103 H -1.3881 3.6865 4.8719
104 H 0.3093 3.0620 3.4298
105 H 0.0538 2.9808 1.6886
106 H -0.2720 1.5717 2.6709
107 H -1.4103 4.9794 -0.1755
108 H -2.8170 5.4049 0.8010
109 H -2.3490 6.4064 -0.5727
110 H -4.1505 6.4314 -1.8578

=====

Entry 2:
A cluster of 7 separate species, C4H25N2O6 in total, computed with ωB97M-V/def2-TZVPD.

Results
DFT total energy = -728.167565 hartree
HOMO = -12.2 eV
Net charge = +1
HOMO-LUMO gap = 9.85 eV
ΔE to the lowest compared entry with this formula, charge and spin = 0.639 eV

Atoms and positions in Å:
1 N -0.0507 1.8722 -0.6149
2 C -1.0845 0.7987 -0.4037
3 C -2.4479 1.4336 -0.2530
4 C -0.6400 0.0328 0.8428
5 N -1.0623 -1.3452 0.9805
6 C -0.3921 -2.2836 0.0863
7 H 0.8305 1.4638 -1.0278
8 H -0.3836 2.6527 -1.1783
9 H 0.3094 2.2310 0.2878
10 H -1.0632 0.1647 -1.2880
11 H -2.4699 2.1214 0.5919
12 H -3.2194 0.6973 -0.0268
13 H -2.7597 1.9552 -1.1546
14 H 0.4459 0.0400 0.9007
15 H -0.9901 0.5778 1.7226
16 H -2.0674 -1.4514 0.9441
17 H -0.5612 -3.2957 0.4504
18 H -0.7430 -2.2694 -0.9484
19 H 0.6860 -2.1110 0.1017
20 H 1.0271 1.2720 2.5743
21 H 1.3461 2.8053 2.6147
22 O 0.8291 2.1343 2.1577
23 H 2.5923 0.7690 -1.9229
24 H 2.7173 0.4840 -0.4127
25 O 2.4931 1.1884 -1.0585
26 H 3.7810 -1.3046 0.8000
27 H 2.5830 -0.7478 1.5983
28 O 2.8993 -0.9294 0.6993
29 H -3.3747 -1.6325 -2.0236
30 H -2.5192 -1.8863 -3.2625
31 O -2.5117 -1.4440 -2.4069
32 H 1.3724 -0.6741 4.0384
33 H 0.4927 -1.0678 2.8327
34 O 1.2386 -0.5017 3.0991
35 H 0.8937 -0.3920 -3.8795
36 H 0.8244 -1.1118 -2.5308
37 O 0.9788 -0.2457 -2.9306

=====

Entry 3:
A cluster of 2 separate species, C2H4N4OS in total in a non-equilibrium geometry, computed with ωB97M-V/def2-TZVPD.

Results
DFT total energy = -770.945822 hartree
HOMO = -8.7 eV
HOMO-LUMO gap = 8.67 eV
ΔE to the lowest compared entry with this formula, charge and spin = 2.510 eV

Atoms and positions in Å:
1 C -0.3019 0.7464 -0.5730
2 C 1.9574 -1.4408 0.2007
3 N 0.5673 1.5241 -0.4010
4 N 1.1627 -1.8598 0.9939
5 N 1.5399 2.2076 0.0307
6 N -2.4063 -0.2881 0.1556
7 O 2.7992 -1.0780 -0.5205
8 S -1.3327 -0.2919 -1.2497
9 H 0.3234 -1.3805 1.2509
10 H 1.3966 3.0912 -0.3161
11 H -2.3428 -1.2166 0.5078
12 H -3.3629 -0.0136 -0.0794

=====

Entry 4:
A cluster of 2 separate species, CH3NS2 in total in a non-equilibrium geometry, computed with ωB97M-V/def2-TZVPD.

Results
DFT total energy = -891.007687 hartree
HOMO = -9.6 eV
HOMO-LUMO gap = 10.29 eV
ΔE to the lowest compared entry with this formula, charge and spin = 0.561 eV

Atoms and positions in Å:
1 N -1.3213 0.9663 -1.4302
2 C -0.1795 1.2376 -1.2017
3 S 1.2581 1.5447 -0.6626
4 H -1.9844 1.0628 -2.1693
5 S 0.2179 -1.3021 1.7265
6 H 1.4627 -1.0435 1.2524
7 H 0.5466 -2.4659 2.4850